This record from the OMol25 dataset describes C40H74Br2N2O27P2 as an isolated structure at a distorted geometry. The level of theory is the ωB97M-V functional and the def2-TZVPD basis.

## Properties
charge: 0
HOMO-LUMO gap: 0.3087 Ha
calculated total energy: -259605.3406 eV
lowest unoccupied orbital energy: 0.3 eV

Last column: Mulliken charge in e.
Cartesian coordinates (Å):
C (1.86036, -3.36540, -2.31138)  -0.55
C (1.72375, -2.92237, -3.77006)  -0.67
P (2.22169, -1.23175, -4.27850)  -0.01
C (3.90566, -1.07918, -3.58187)  -1.05
C (1.27523, -0.12496, -3.12520)  0.39
Br (1.90940, 1.69207, -3.43816)  -0.17
O (1.37967, -0.49454, -1.76383)  0.43
C (1.20519, 0.49699, -0.76374)  -0.29
C (-0.22725, 1.13035, -0.82359)  -1.06
Br (-0.81841, 1.82944, 1.02776)  -0.26
N (-1.15404, 0.24428, -1.39049)  0.61
C (-2.51711, 0.73958, -1.59741)  -0.88
C (-2.96709, 0.56043, -3.06671)  -0.21
C (-4.37981, 0.01701, -3.12614)  0.00
O (-5.27678, 0.58512, -2.55421)  -0.51
N (-4.63112, -1.21122, -3.83531)  -0.34
C (-4.16385, -2.39583, -3.15686)  -0.22
C (-5.12187, -3.23245, -2.59014)  -0.27
C (-4.74437, -4.40205, -1.94534)  -0.46
C (-3.40169, -4.74059, -1.85025)  -0.71
C (-2.43842, -3.89710, -2.39272)  -0.53
C (-2.81543, -2.73196, -3.04788)  0.02
P (1.53694, -0.13009, 0.93946)  0.43
C (0.82729, -1.81439, 0.89207)  -0.88
O (3.17080, -0.47611, 1.02493)  -0.55
H (2.70765, -2.89067, -1.81505)  0.24
H (1.94788, -4.45116, -2.22973)  0.50
H (0.97382, -3.07189, -1.74918)  -0.23
H (2.35773, -3.55341, -4.40408)  0.42
H (0.70406, -3.09358, -4.12702)  0.39
H (3.92711, -1.02507, -2.49299)  0.21
H (4.33895, -0.17309, -4.00777)  0.36
H (4.49685, -1.92783, -3.92823)  0.38
H (0.22937, -0.13159, -3.43032)  -0.29
H (1.94392, 1.29781, -0.87569)  0.41
H (-0.20162, 2.05563, -1.39325)  0.78
H (-1.17376, -0.62909, -0.88139)  -0.11
H (-2.58654, 1.78900, -1.31293)  0.28
H (-3.20159, 0.20618, -0.93589)  0.51
H (-2.99751, 1.53891, -3.55617)  0.47
H (-2.25851, -0.05514, -3.61339)  0.10
H (-4.25300, -1.17023, -4.77529)  0.37
H (-6.16388, -2.94887, -2.66086)  0.48
H (-5.51506, -5.03080, -1.51664)  0.52
H (-3.11834, -5.65889, -1.35290)  0.46
H (-1.39035, -4.15879, -2.30781)  0.38
H (-2.04284, -2.10637, -3.47799)  0.38
H (-0.06653, -1.87107, 0.27015)  0.14
H (1.52930, -2.55770, 0.50608)  0.04
H (0.54312, -2.10145, 1.90584)  0.38
H (3.28587, -1.36632, 1.37427)  0.25
C (4.22273, -0.02168, 4.10379)  -0.68
O (3.94316, -0.32883, 5.47433)  -0.30
C (2.84931, -1.06300, 5.64476)  0.80
O (2.13534, -1.46925, 4.76114)  -0.51
O (2.67788, -1.27584, 6.94577)  -0.35
C (1.52319, -2.05915, 7.27044)  -0.62
H (5.13969, 0.55919, 4.09925)  0.32
H (4.36541, -0.94102, 3.54074)  0.24
H (3.41314, 0.55676, 3.66459)  0.31
H (1.59213, -3.04703, 6.81942)  0.28
H (0.61688, -1.56267, 6.93027)  0.29
H (1.52113, -2.14258, 8.35245)  0.23
C (3.84107, 6.53764, -7.64655)  -0.73
O (3.18472, 6.81995, -6.40563)  -0.20
C (3.38188, 5.89782, -5.46067)  0.67
O (4.03897, 4.89891, -5.57892)  -0.58
O (2.72111, 6.27789, -4.37015)  -0.15
C (2.82749, 5.37472, -3.26466)  0.01
H (3.58860, 7.36293, -8.30550)  0.22
H (4.91871, 6.48691, -7.50637)  0.30
H (3.47989, 5.60076, -8.06513)  0.32
H (3.86250, 5.27285, -2.94565)  0.39
H (2.42884, 4.39764, -3.53322)  0.02
H (2.23810, 5.81223, -2.46494)  -0.33
C (1.69375, 8.89515, -1.87005)  -0.59
O (2.04720, 7.62048, -1.32233)  -0.35
C (1.11266, 7.08669, -0.53239)  0.77
O (0.05038, 7.58349, -0.26911)  -0.56
O (1.55348, 5.90582, -0.10678)  -0.30
C (0.62912, 5.19086, 0.72637)  -0.62
H (2.53937, 9.19660, -2.48055)  0.22
H (0.79845, 8.81381, -2.48365)  0.14
H (1.52682, 9.62006, -1.07608)  0.40
H (-0.29060, 4.98529, 0.18312)  0.29
H (0.40489, 5.75212, 1.63120)  0.33
H (1.11901, 4.25737, 0.98195)  0.17
C (-3.01774, 10.23887, -3.99807)  -0.62
O (-1.72743, 10.60477, -4.49508)  -0.37
C (-0.93578, 9.56870, -4.77556)  0.83
O (-1.22846, 8.40893, -4.64410)  -0.56
O (0.22569, 10.03730, -5.22034)  -0.34
C (1.18019, 9.01989, -5.55632)  -0.19
H (-3.53865, 11.17423, -3.81837)  0.22
H (-3.55735, 9.64472, -4.73286)  0.29
H (-2.92645, 9.67693, -3.07073)  0.28
H (0.80153, 8.38374, -6.35268)  0.30
H (1.41880, 8.41284, -4.68793)  -0.10
H (2.06798, 9.54486, -5.89455)  0.30
C (-7.42485, -8.88130, -0.07485)  -0.59
O (-7.88917, -8.60074, 1.24763)  -0.33
C (-7.85021, -7.30956, 1.57833)  0.87
O (-7.46544, -6.41522, 0.87370)  -0.55
O (-8.29670, -7.18350, 2.82373)  -0.34
C (-8.24273, -5.84616, 3.33139)  -0.57
H (-7.51584, -9.95628, -0.19585)  0.20
H (-8.03722, -8.36839, -0.81400)  0.29
H (-6.38547, -8.57843, -0.18727)  0.26
H (-8.87428, -5.17882, 2.74872)  0.30
H (-7.21522, -5.48658, 3.32151)  0.25
H (-8.60658, -5.90504, 4.35268)  0.22
C (2.33732, -8.34059, 0.41321)  -0.70
O (1.66881, -7.33353, 1.18147)  -0.23
C (2.47755, -6.40269, 1.68858)  0.60
O (3.66918, -6.35132, 1.54536)  -0.59
O (1.73262, -5.53816, 2.37729)  -0.12
C (2.47529, -4.47342, 2.97843)  -0.64
H (1.55796, -9.01542, 0.07356)  0.22
H (2.84657, -7.89510, -0.43884)  0.29
H (3.05541, -8.87666, 1.02982)  0.31
H (2.97194, -3.87841, 2.21301)  0.21
H (3.21557, -4.86344, 3.67381)  0.41
H (1.76056, -3.85502, 3.51294)  0.21
C (-4.25665, -6.41682, 6.31384)  -0.61
O (-2.95917, -6.51807, 5.71995)  -0.32
C (-2.96038, -6.43421, 4.39039)  0.83
O (-3.93035, -6.28633, 3.69540)  -0.55
O (-1.70677, -6.54676, 3.95729)  -0.32
C (-1.57748, -6.45150, 2.53115)  -0.41
H (-4.09703, -6.50239, 7.38417)  0.20
H (-4.71124, -5.45631, 6.07873)  0.28
H (-4.90126, -7.22166, 5.96584)  0.29
H (-1.93613, -5.48238, 2.18777)  0.30
H (-2.14540, -7.24172, 2.04361)  0.32
H (-0.52411, -6.55133, 2.30001)  0.01
C (5.03829, 6.48141, 5.05574)  -0.60
O (5.34804, 5.12321, 5.38167)  -0.32
C (4.41626, 4.50975, 6.11083)  0.80
O (3.38798, 5.00141, 6.49475)  -0.55
O (4.81943, 3.26216, 6.33907)  -0.32
C (3.90507, 2.47732, 7.11303)  -0.63
H (5.87797, 6.84060, 4.46901)  0.22
H (4.12231, 6.53549, 4.47080)  0.27
H (4.92991, 7.07716, 5.95979)  0.30
H (2.94920, 2.39271, 6.59903)  0.26
H (3.75615, 2.91730, 8.09723)  0.42
H (4.35667, 1.49627, 7.20572)  0.17

Cartesian forces, eV/Å:
C -0.272 0.106 0.099
C 0.070 -0.320 0.241
P -0.022 0.222 -0.359
C -0.026 0.088 -0.023
C -0.088 -0.528 0.435
Br 0.079 0.233 -0.397
O 0.380 0.247 -0.230
C -0.306 -0.190 0.268
C 0.385 -0.135 -0.367
Br -0.284 0.133 -0.364
N -0.216 0.179 0.509
C -0.017 -0.061 -0.155
C -0.156 0.352 -0.060
C -0.511 0.209 0.287
O 0.480 -0.364 -0.184
N -0.015 -0.008 -0.272
C -0.159 -0.120 0.176
C 0.112 0.098 0.032
C -0.085 0.138 -0.021
C -0.047 0.068 0.007
C -0.110 -0.191 0.081
C 0.059 -0.095 0.006
P 0.190 0.172 1.369
C -0.142 -0.337 -0.021
O -0.167 -0.118 -0.614
H 0.059 -0.148 -0.051
H 0.098 0.035 -0.046
H 0.028 0.037 0.020
H -0.046 0.052 -0.035
H 0.014 0.036 -0.037
H 0.035 -0.025 -0.019
H 0.080 -0.052 0.143
H 0.017 -0.011 0.042
H -0.041 0.221 0.066
H -0.114 0.012 -0.122
H -0.076 0.032 0.107
H 0.070 -0.113 -0.175
H 0.083 -0.047 0.022
H 0.006 0.036 -0.005
H 0.062 -0.064 -0.020
H -0.025 -0.040 0.055
H 0.210 0.064 0.072
H 0.033 0.006 -0.051
H 0.093 -0.066 0.038
H 0.079 0.023 0.015
H 0.015 0.036 -0.051
H -0.072 0.033 -0.047
H -0.013 0.020 0.030
H 0.033 0.073 -0.111
H 0.036 0.034 -0.008
H 0.146 -0.063 -0.160
C 0.137 0.114 -0.154
O -0.022 -0.026 0.059
C 0.040 0.013 -0.093
O -0.050 -0.128 -0.004
O -0.022 0.016 0.023
C -0.038 -0.027 0.087
H -0.002 0.003 0.106
H -0.016 0.008 -0.032
H -0.041 -0.061 -0.024
H -0.008 0.008 -0.035
H 0.003 -0.008 -0.041
H 0.025 0.016 0.002
C -0.022 0.071 -0.068
O 0.042 0.031 -0.073
C -0.087 0.003 0.105
O 0.048 -0.040 -0.041
O 0.041 0.056 -0.043
C -0.195 -0.171 0.253
H -0.014 0.012 0.016
H 0.005 -0.046 0.016
H 0.027 -0.032 0.025
H 0.038 -0.005 -0.051
H 0.071 0.053 -0.082
H 0.173 -0.145 -0.253
C 0.035 0.133 -0.074
O -0.017 0.165 0.175
C -0.159 0.100 -0.002
O 0.012 0.009 0.048
O 0.062 -0.024 0.044
C 0.000 -0.130 0.026
H 0.021 -0.029 -0.001
H -0.042 -0.033 0.047
H -0.030 -0.019 0.019
H -0.025 0.044 0.014
H -0.011 0.067 -0.044
H 0.046 0.012 -0.026
C -0.095 0.047 0.047
O 0.040 0.005 -0.016
C -0.082 0.079 0.012
O 0.022 -0.081 0.017
O 0.060 0.031 0.001
C 0.109 0.015 -0.057
H 0.024 0.015 -0.010
H 0.020 -0.034 0.004
H 0.015 -0.038 -0.013
H -0.043 -0.030 0.037
H -0.036 -0.067 -0.060
H -0.020 0.049 0.005
C 0.001 -0.079 -0.042
O -0.041 -0.004 -0.008
C 0.087 -0.110 0.080
O 0.027 0.112 -0.157
O -0.078 -0.001 0.040
C 0.080 0.058 0.145
H -0.010 -0.003 0.024
H 0.017 0.036 0.001
H -0.005 0.039 -0.005
H 0.017 -0.030 -0.065
H -0.008 0.037 -0.035
H -0.020 -0.041 -0.008
C -0.035 -0.076 -0.044
O -0.025 -0.004 -0.004
C -0.052 0.004 -0.010
O 0.067 0.011 -0.014
O 0.023 0.024 -0.020
C -0.030 0.206 0.169
H -0.020 0.015 0.014
H 0.033 0.015 0.019
H 0.030 0.026 0.001
H 0.062 -0.058 -0.017
H 0.041 -0.038 -0.051
H -0.057 -0.050 -0.028
C -0.021 -0.009 0.090
O 0.009 0.008 0.044
C 0.166 -0.059 -0.052
O -0.206 0.042 -0.022
O 0.032 0.009 -0.036
C 0.024 0.049 -0.135
H 0.028 -0.004 -0.003
H -0.013 -0.007 -0.036
H -0.011 0.015 -0.036
H -0.068 -0.014 -0.009
H -0.061 0.013 0.028
H 0.042 -0.038 0.158
C 0.052 0.059 -0.050
O 0.017 -0.001 -0.015
C 0.038 -0.015 -0.015
O -0.060 0.025 0.020
O 0.029 -0.037 -0.008
C -0.027 -0.122 0.085
H 0.013 -0.025 0.002
H -0.028 -0.003 0.030
H -0.038 -0.011 0.010
H -0.025 0.048 0.023
H -0.028 0.077 -0.034
H 0.044 0.011 -0.033